*1*
Molecular formula: H12O5S
Method: DFT, the ωB97M-V functional and the def2-TZVPD basis

Geometry as ORCA input:
```
! RIJCOSX wB97M-V def2-TZVPD def2/J DEFGRID3
* xyz 0 1
O -2.029 1.716 0.879
H -2.505 1.557 0.034
H -1.144 1.350 0.602
O -1.364 -1.523 1.577
H -1.577 -0.848 0.899
H -0.448 -1.249 1.604
O -0.957 0.851 -1.656
H -1.188 0.739 -2.614
H -0.271 0.206 -1.561
O 1.798 -0.902 1.501
H 2.802 -0.950 1.394
H 1.497 -0.111 1.008
O 1.108 2.071 0.505
H 1.293 2.834 -0.024
H 1.273 2.324 1.407
S 0.776 -2.478 -1.307
H -0.433 -2.578 -1.908
H 1.367 -3.010 -2.343
*
```

Output
E_HOMO = -10.076 eV
HOMO-LUMO gap = 10.25 eV

*2*
Molecular formula: H12O5S
Method: DFT, the ωB97M-V functional and the def2-TZVPD basis

Geometry as ORCA input:
```
! RIJCOSX wB97M-V def2-TZVPD def2/J DEFGRID3
* xyz 0 1
O -2.264 -1.434 -0.821
H -2.308 -2.385 -0.694
H -2.316 -1.037 0.061
O 1.932 -2.099 0.023
H 1.613 -1.878 0.905
H 1.893 -1.253 -0.447
O -2.490 0.631 1.265
H -2.768 1.307 0.636
H -1.562 0.843 1.431
O 2.022 0.749 -0.960
H 2.762 1.296 -1.239
H 1.217 1.203 -1.234
O -0.954 0.807 -1.847
H -1.707 0.230 -1.637
H -0.352 0.166 -2.258
S 1.411 0.663 2.680
H 1.525 1.947 2.321
H 2.346 0.244 1.814
*
```

Output
E_HOMO = -10.091 eV
HOMO-LUMO gap = 10.41 eV

Which structure is most stable? *2*, by 14.8 kcal/mol over the runner-up.

*1*
Molecular formula: C3H3F2NO
Method: DFT, the ωB97M-V functional and the def2-TZVPD basis

Geometry as ORCA input:
```
! RIJCOSX wB97M-V def2-TZVPD def2/J DEFGRID3
* xyz 0 1
C 0.942 -1.145 -0.357
C 0.191 1.229 0.248
C -0.163 -0.305 -0.082
N 1.861 -1.817 -0.447
O -1.280 -0.460 -0.834
F 0.617 1.722 -0.894
F -0.593 -1.041 1.530
H 0.846 1.439 1.107
H -0.813 1.725 0.517
H -1.608 -1.347 -0.787
*
```

Output
E_HOMO = -12.520 eV
HOMO-LUMO gap = 11.82 eV

*2*
Molecular formula: C3H3F2NO
Method: DFT, the ωB97M-V functional and the def2-TZVPD basis

Geometry as ORCA input:
```
! RIJCOSX wB97M-V def2-TZVPD def2/J DEFGRID3
* xyz 0 1
C 1.064 -0.281 -0.222
C -0.878 0.715 0.381
C -0.250 -1.144 -0.401
N 0.465 0.920 0.206
O 2.197 -0.619 -0.339
F -0.380 -2.109 0.517
F 0.955 2.261 0.173
H -1.472 1.376 -0.247
H -1.396 0.458 1.354
H -0.304 -1.576 -1.422
*
```

Output
E_HOMO = -9.846 eV
HOMO-LUMO gap = 9.80 eV

Which structure is most stable? *1*, by 61.7 kcal/mol over the runner-up.

*1*
Molecular formula: C20H25N5O4
Method: DFT, the ωB97M-V functional and the def2-TZVPD basis

Geometry as ORCA input:
```
! RIJCOSX wB97M-V def2-TZVPD def2/J DEFGRID3
* xyz 0 1
C 0.140 -5.876 0.373
O 1.227 -5.421 1.230
C 1.402 -4.088 1.418
C 2.314 -3.637 2.415
C 2.401 -2.261 2.737
C 1.687 -1.270 2.043
C 1.684 0.176 2.648
C 0.439 0.870 2.175
C 0.435 2.286 2.164
O 1.437 3.056 2.064
N -0.789 2.964 2.251
C -0.683 4.389 2.074
C -2.061 2.384 2.192
O -3.103 3.027 2.118
N -2.105 0.979 2.244
C -3.458 0.444 2.318
C -0.948 0.195 2.523
O -1.082 -0.931 2.999
C 0.868 -1.745 0.974
C 0.694 -3.106 0.645
H 0.196 -6.962 0.472
H -0.841 -5.520 0.723
H 0.299 -5.591 -0.678
H 2.894 -4.439 2.943
H 2.967 -2.054 3.656
H 1.962 -0.069 3.835
H -1.693 4.781 2.115
H -0.040 4.756 2.874
H -0.197 4.564 1.112
H -3.429 -0.639 2.247
H -3.902 0.784 3.253
H -3.989 0.902 1.490
H 0.182 -1.001 0.473
H -0.032 -3.383 -0.177
C 5.360 0.913 3.009
C 3.979 0.620 2.322
N 2.769 0.802 3.070
C 3.006 1.729 4.189
N 4.158 2.377 4.487
C 5.373 2.254 3.725
C 4.015 3.385 5.503
C 2.595 3.156 6.005
N 2.111 2.086 5.177
H 5.504 0.102 3.777
H 6.164 0.859 2.255
H 3.911 1.198 1.411
H 3.968 -0.425 1.990
H 6.230 2.261 4.458
H 5.500 3.119 3.013
H 4.824 3.240 6.290
H 4.152 4.391 4.986
H 2.600 2.856 7.063
H 1.998 4.062 5.820
H 1.207 1.722 5.184
*
```

Output
E_HOMO = -6.655 eV
HOMO-LUMO gap = 6.82 eV

*2*
Molecular formula: C20H25N5O4
Method: DFT, the ωB97M-V functional and the def2-TZVPD basis

Geometry as ORCA input:
```
! RIJCOSX wB97M-V def2-TZVPD def2/J DEFGRID3
* xyz 0 1
C 4.888 -4.041 3.377
C 3.889 -3.166 2.629
C 3.619 -1.858 3.370
C 2.586 -0.972 2.673
C 3.122 -0.310 1.406
C 2.056 0.524 0.701
C 0.950 -0.294 0.104
N 1.136 -1.592 -0.039
C 0.164 -2.347 -0.572
C 0.366 -3.819 -0.690
N 1.548 -4.230 -0.201
O -0.479 -4.546 -1.178
C -1.001 -1.739 -0.988
N -2.174 -2.152 -1.547
C -3.011 -1.071 -1.738
O -4.118 -1.083 -2.206
N -2.314 0.050 -1.269
C -2.791 1.376 -1.358
C -4.038 1.707 -0.868
C -4.512 3.006 -0.944
C -3.713 3.989 -1.513
O -4.053 5.300 -1.635
C -5.315 5.713 -1.164
C -2.455 3.656 -2.022
C -1.987 2.355 -1.969
O -0.809 1.932 -2.489
C 0.072 2.891 -3.022
C -1.091 -0.334 -0.809
N -0.146 0.388 -0.251
H 5.838 -3.523 3.492
H 5.067 -4.969 2.837
H 4.513 -4.289 4.368
H 4.281 -2.952 1.633
H 2.948 -3.709 2.515
H 4.555 -1.305 3.481
H 3.259 -2.097 4.374
H 1.710 -1.571 2.421
H 2.265 -0.190 3.366
H 3.481 -1.069 0.712
H 3.962 0.337 1.667
H 2.512 1.095 -0.113
H 1.608 1.246 1.385
H 1.804 -5.201 -0.225
H 2.168 -3.534 0.182
H -2.378 -3.111 -1.786
H -4.651 0.935 -0.429
H -5.491 3.230 -0.557
H -5.370 6.780 -1.369
H -6.126 5.201 -1.690
H -5.415 5.546 -0.087
H -1.880 4.449 -2.469
H 0.958 2.337 -3.328
H -0.360 3.394 -3.893
H 0.351 3.636 -2.270
*
```

Output
E_HOMO = -8.279 eV
HOMO-LUMO gap = 8.53 eV

Which structure is most stable? *2*, by 149.8 kcal/mol over the runner-up.